## 1
{
  "formula": "H22O11",
  "method": "the ωB97M-V functional and the def2-TZVPD basis",
  "elements": ["O", "O", "H", "H", "O", "H", "H", "H", "H", "H", "H", "H", "O", "O", "O", "H", "H", "H", "H", "H", "H", "O", "O", "H", "H", "O", "H", "H", "H", "H", "O", "H", "O"],
  "xyz": [[-0.456, 4.344, -0.601], [0.604, -2.305, -1.984], [-2.970, -2.576, -1.088], [1.337, -4.649, 2.838], [2.524, -0.592, 2.580], [3.231, 3.135, 0.831], [-0.111, 4.877, -1.232], [2.155, 0.195, 2.347], [1.041, -2.928, -2.576], [0.386, -4.973, 1.679], [-3.224, 3.317, -1.544], [-1.941, 0.627, 3.135], [-0.782, -4.480, -1.706], [2.549, 2.677, 1.321], [-2.762, 0.706, 2.730], [-2.964, 1.568, 3.166], [2.120, 2.531, -1.751], [2.653, 3.851, -2.363], [-0.579, 0.585, 0.669], [-1.950, 4.088, -2.016], [0.104, 3.565, -0.435], [-2.369, 3.741, -1.238], [-2.619, -2.030, -0.338], [2.017, 2.125, 0.700], [-0.508, -0.914, 0.423], [2.298, 3.468, -1.586], [-0.192, -4.319, -2.399], [-0.609, -5.461, -1.513], [-1.830, -2.500, -0.045], [1.984, -1.291, 2.211], [-0.086, -0.083, 0.220], [-0.115, -1.916, -2.442], [1.062, -4.380, 2.007]],
  "e_lumo_ev": 0.03,
  "charge": 0,
  "spin_multiplicity": 1,
  "smiles": "O.O.O.O.O.O.O.O.O.O.O"
}

***

## 2
{
  "formula": "H22O11",
  "method": "the ωB97M-V functional and the def2-TZVPD basis",
  "elements": ["H", "H", "H", "H", "H", "H", "H", "O", "H", "O", "H", "O", "O", "O", "H", "H", "H", "O", "O", "H", "O", "H", "H", "H", "O", "O", "H", "H", "O", "H", "H", "H", "H"],
  "xyz": [[4.744, -2.288, 5.566], [7.369, -8.032, 5.311], [-2.530, -13.237, 5.566], [-4.880, -5.173, 3.468], [1.192, -7.540, 7.251], [2.612, -5.998, 2.854], [-0.373, -5.213, 11.044], [2.435, -6.711, 3.467], [4.268, -3.689, 5.247], [3.245, -8.057, 11.631], [2.460, -8.173, 11.096], [-4.451, -5.208, 4.323], [0.508, -7.651, 7.911], [6.983, -8.057, 4.435], [-0.122, -8.247, 7.505], [4.618, -3.908, 9.113], [-1.698, -9.317, 3.469], [-1.785, -12.737, 5.231], [-1.631, -8.406, 3.184], [1.527, -6.960, 3.291], [4.881, -4.296, 9.947], [-3.620, -5.653, 4.156], [-1.170, -12.702, 5.964], [-2.307, -8.314, 2.512], [4.252, -3.022, 5.933], [-0.981, -4.833, 11.677], [-4.185, -7.582, 11.007], [5.771, -3.973, 10.092], [-3.739, -8.374, 11.307], [-2.916, -8.060, 11.681], [-0.688, -5.170, 12.524], [3.807, -7.483, 11.111], [6.040, -7.999, 4.587]],
  "e_lumo_ev": -0.02,
  "charge": 0,
  "spin_multiplicity": 1,
  "smiles": "O.O.O.O.O.O.O.O.O.O.O"
}

***

Short version: 2 is the most stable of them.

***

## 1
{
  "formula": "H22O11",
  "method": "the ωB97M-V functional and the def2-TZVPD basis",
  "elements": ["H", "H", "O", "H", "H", "H", "O", "H", "O", "H", "H", "O", "H", "H", "H", "O", "H", "H", "O", "H", "O", "O", "H", "O", "H", "O", "H", "H", "H", "H", "H", "H", "O"],
  "xyz": [[5.027, -0.600, -0.385], [3.567, -0.902, 1.699], [0.273, 3.779, -2.390], [3.561, -2.383, 1.303], [-3.851, 2.748, 0.544], [-4.363, -2.859, -1.812], [-3.708, 2.457, -0.348], [2.513, 2.442, -0.985], [2.162, 2.051, -0.276], [-5.122, -2.697, -0.670], [-0.243, 4.508, -2.724], [0.345, 3.045, 2.403], [-1.184, -0.943, -0.395], [-1.575, -1.545, 3.178], [0.303, 3.199, -3.169], [3.990, -1.724, 1.958], [-0.628, 2.981, 2.459], [0.730, 2.797, 3.222], [-3.166, -1.885, 0.867], [1.053, -2.507, -2.674], [1.372, -3.227, -2.268], [-4.878, -2.215, -1.458], [2.211, -2.971, -1.890], [4.999, -0.807, -1.327], [4.287, -1.463, -1.414], [-0.831, -0.116, -0.854], [-0.850, -0.355, 2.921], [0.103, -0.162, -0.681], [-2.511, -1.763, 0.227], [-2.671, 2.395, -0.299], [2.759, 1.323, -0.022], [-2.849, -1.562, 1.730], [-0.823, -1.036, 3.529]],
  "e_lumo_ev": -0.66,
  "charge": 0,
  "spin_multiplicity": 1,
  "smiles": "O.O.O.O.O.O.O.O.O.O.O"
}

***

## 2
{
  "formula": "H22O11",
  "method": "the ωB97M-V functional and the def2-TZVPD basis",
  "elements": ["H", "O", "O", "H", "O", "O", "H", "O", "H", "O", "H", "H", "O", "H", "H", "H", "O", "O", "H", "H", "H", "H", "H", "O", "H", "H", "H", "H", "H", "H", "H", "H", "O"],
  "xyz": [[-1.240, -2.427, 0.681], [3.085, -0.448, 0.339], [-2.798, -0.569, -1.302], [-2.261, -0.093, 1.332], [0.217, 3.403, 1.330], [-2.607, 2.652, -1.453], [0.641, -2.777, -1.043], [-0.220, 0.110, -0.592], [0.708, 3.382, 0.501], [-2.727, 0.708, 1.650], [-2.550, 2.605, -0.490], [0.706, -3.335, 0.402], [0.085, -3.119, -0.304], [0.359, 0.469, 2.785], [-2.390, 1.761, -1.742], [0.022, 0.262, 0.348], [2.742, 2.407, -0.998], [1.519, -1.611, -2.096], [-2.223, -2.516, 1.880], [2.813, -0.804, -0.520], [-2.835, -1.152, -0.528], [0.571, -0.274, -0.988], [2.424, -1.914, -2.264], [-2.069, -2.040, 1.056], [-2.332, 0.913, 2.503], [1.197, -1.317, -2.962], [-0.062, 2.485, 1.478], [3.188, 2.095, -1.791], [3.282, -1.226, 0.876], [-1.896, -0.191, -1.281], [1.604, 0.291, 1.905], [2.340, 1.620, -0.614], [0.706, 0.652, 1.903]],
  "e_lumo_ev": -1.04,
  "charge": 0,
  "spin_multiplicity": 1,
  "smiles": "O.O.O.O.O.O.O.O.O.O.O"
}

***

## 3
{
  "formula": "H22O11",
  "method": "the ωB97M-V functional and the def2-TZVPD basis",
  "elements": ["O", "H", "O", "H", "H", "H", "O", "H", "O", "O", "H", "O", "O", "H", "O", "O", "H", "H", "H", "O", "H", "H", "H", "H", "H", "H", "H", "O", "H", "H", "H", "H", "H"],
  "xyz": [[-0.346, 0.016, -3.091], [-2.588, -0.114, 2.521], [-3.067, -1.848, 0.547], [2.768, 0.247, 0.934], [2.762, 0.387, -3.110], [0.581, 0.128, -2.883], [1.073, -2.590, -1.824], [-3.900, -1.925, 0.082], [2.376, 0.341, -2.236], [-3.011, 0.744, 2.567], [2.255, 1.745, -0.901], [2.658, 1.939, -0.055], [3.366, -0.298, 1.446], [3.329, 2.592, -0.253], [-2.855, -0.668, -2.023], [-0.811, 2.537, 0.759], [0.564, -0.157, -0.157], [-0.178, 3.244, 0.886], [-2.685, 1.129, 3.380], [0.207, 0.371, 2.833], [-2.728, -0.863, -1.095], [0.352, -3.220, -1.857], [2.947, -0.255, -1.752], [-0.536, 0.246, 3.423], [0.973, 0.368, 3.407], [2.952, -0.365, 2.306], [0.679, -1.794, -1.465], [-0.297, -0.572, -0.109], [-0.366, -0.709, -3.716], [-1.976, -0.475, -2.351], [-3.300, -1.471, 1.396], [-0.768, 2.028, 1.568], [-0.432, -0.737, 0.824]],
  "e_lumo_ev": -0.37,
  "charge": 0,
  "spin_multiplicity": 1,
  "smiles": "O.O.O.O.O.O.O.O.O.O.O"
}

***

Short version: 2 is the most stable of them.

***

## 1
{
  "formula": "H22O11",
  "method": "the ωB97M-V functional and the def2-TZVPD basis",
  "elements": ["H", "H", "H", "H", "O", "H", "O", "H", "O", "H", "O", "H", "H", "H", "H", "H", "O", "H", "H", "H", "H", "O", "H", "H", "O", "O", "O", "H", "H", "H", "O", "O", "H"],
  "xyz": [[-4.200, -12.756, -5.278], [-1.854, -16.190, -7.384], [-2.771, -17.947, -8.603], [-0.243, -13.492, -4.660], [-4.880, -15.283, -7.377], [-2.448, -16.893, -2.494], [-0.288, -14.255, -4.113], [-2.321, -15.952, -4.929], [-2.301, -14.394, -1.127], [-4.229, -14.881, -6.876], [-2.342, -17.115, -1.584], [-2.313, -15.309, -1.392], [-4.583, -12.855, -2.904], [-3.842, -13.874, -2.276], [-1.386, -17.103, -1.486], [-4.818, -17.292, -3.984], [-5.249, -16.528, -4.342], [-1.400, -14.199, -1.166], [-5.952, -16.384, -3.754], [-2.954, -17.988, -7.016], [0.042, -16.396, -2.719], [-2.580, -15.825, -4.022], [-4.535, -16.116, -7.660], [-0.739, -15.972, -6.266], [0.196, -16.251, -1.810], [-1.642, -15.802, -6.522], [-3.300, -17.652, -7.843], [1.154, -16.260, -1.665], [-3.559, -15.804, -3.957], [-1.190, -14.466, -4.017], [-3.809, -13.528, -5.654], [-4.583, -13.842, -2.844], [-3.276, -13.842, -4.925]],
  "e_lumo_ev": -0.13,
  "charge": 0,
  "spin_multiplicity": 1,
  "smiles": "O.O.O.O.O.O.O.O.O.O.O"
}

***

## 2
{
  "formula": "H22O11",
  "method": "the ωB97M-V functional and the def2-TZVPD basis",
  "elements": ["O", "H", "O", "H", "H", "H", "H", "H", "H", "H", "O", "H", "H", "O", "H", "O", "O", "O", "O", "H", "H", "H", "O", "H", "O", "H", "H", "H", "H", "H", "O", "H", "H"],
  "xyz": [[-1.684, -2.131, 1.661], [-0.747, 2.335, 2.244], [-0.629, -3.041, -0.971], [4.021, -0.557, -0.285], [-0.859, -2.691, -0.127], [-1.685, -0.825, 3.026], [2.651, -0.226, -0.124], [-1.473, -0.261, -1.278], [-0.097, 2.979, -2.284], [-0.627, 0.697, 0.681], [-2.016, -0.268, -2.058], [0.939, 1.083, -2.608], [0.252, 0.817, -0.550], [-1.321, 1.533, 2.150], [-2.119, -2.612, 2.320], [1.671, 0.628, -2.219], [-1.177, -0.620, 3.809], [1.573, -1.756, 1.279], [3.483, 0.212, -0.099], [-1.347, 2.153, -2.482], [3.242, 2.885, -2.102], [0.719, -1.500, 0.918], [-0.139, 0.132, 0.067], [-2.595, 0.465, -1.903], [2.345, 3.212, -2.069], [-1.994, -0.516, 4.385], [-1.002, 1.013, 2.871], [1.899, 2.401, -1.931], [-1.375, -3.532, -1.348], [1.579, -0.295, -2.437], [-0.552, 2.194, -1.913], [1.388, -2.482, 1.886], [-2.326, -1.426, 1.491]],
  "e_lumo_ev": -0.22,
  "charge": 0,
  "spin_multiplicity": 1,
  "smiles": "O.O.O.O.O.O.O.O.O.O.O"
}

***

Short version: 1 is the most stable of them.

***

## 1
{
  "formula": "C4H16O4",
  "method": "the ωB97M-V functional and the def2-TZVPD basis",
  "elements": ["H", "H", "H", "H", "H", "H", "C", "O", "C", "H", "O", "H", "H", "H", "O", "H", "H", "H", "O", "H", "H", "H", "C", "C"],
  "xyz": [[1.778, -0.100, 3.363], [-0.847, 2.412, -0.918], [-2.312, -1.454, 2.197], [0.735, 1.327, 3.363], [-3.425, -0.940, 0.919], [1.382, 1.891, -1.246], [1.467, 0.770, 2.779], [-1.397, -0.450, 0.656], [-2.421, -1.314, 1.119], [1.304, -1.722, -1.892], [-0.668, -1.251, -2.333], [0.894, 1.081, -2.696], [3.270, 1.225, 2.143], [-0.542, -0.430, -1.843], [-0.700, 1.717, -1.573], [0.069, -2.175, -0.666], [0.991, 0.439, 1.854], [-1.776, 0.157, 0.013], [2.543, 1.679, 2.579], [-2.334, -2.308, 0.667], [0.249, -3.152, -2.091], [0.826, 2.813, -2.619], [0.620, 1.909, -2.036], [0.296, -2.123, -1.739]],
  "e_lumo_ev": 0.59,
  "charge": 0,
  "spin_multiplicity": 1,
  "smiles": "CO.CO.CO.CO"
}

***

## 2
{
  "formula": "C4H16O4",
  "method": "the ωB97M-V functional and the def2-TZVPD basis",
  "elements": ["C", "H", "O", "C", "H", "O", "C", "H", "H", "H", "O", "H", "H", "H", "H", "H", "H", "H", "H", "O", "H", "C", "H", "H"],
  "xyz": [[-2.428, -2.289, 1.737], [-0.922, -1.046, 1.666], [-1.796, -1.079, 2.075], [-0.530, 0.878, -3.872], [1.703, 2.371, 0.995], [-1.943, 1.043, -3.980], [1.551, -1.161, -0.450], [2.743, 1.909, 3.005], [-2.150, 1.343, -4.867], [2.511, -0.832, -0.046], [0.502, -0.735, 0.412], [1.413, -0.707, -1.438], [-0.308, -0.163, -3.628], [0.701, 0.148, 0.760], [-0.133, 1.541, -3.106], [1.323, 2.943, 3.211], [1.506, -2.240, -0.550], [-1.741, -3.139, 1.702], [1.220, 1.192, 3.534], [1.277, 1.701, 1.538], [-0.037, 1.075, -4.827], [1.655, 1.953, 2.897], [-2.916, -2.228, 0.753], [-3.203, -2.477, 2.479]],
  "e_lumo_ev": 0.50,
  "charge": 0,
  "spin_multiplicity": 1,
  "smiles": "CO.CO.CO.CO"
}

***

Short version: 2 is the most stable of them.